Computed, not measured: a cluster of 2 separate species, CCl2N2O2 in total, with wB97M-V/def2-TZVPD.

XYZ file:
```
7
Properties=species:S:1:pos:R:3:forces:R:3:nbo_charge:R:1
N -1.55071 -1.27977 0.61204 0.944 -0.879 2.209 -0.088
N -1.70682 -0.83152 -0.37992 -0.933 -0.117 -0.221 0.428
O -2.02576 -0.39685 -1.40645 -0.037 0.983 -2.023 -0.341
O 1.66082 -0.22640 -0.69748 -0.308 0.658 0.167 -0.481
C 1.35266 0.54623 0.15632 1.025 -2.677 -0.910 0.354
Cl 1.36921 0.07739 1.78907 -0.001 -0.254 1.301 0.035
Cl 0.90060 2.11092 -0.07358 -0.691 2.286 -0.522 0.092
```
Positions in Å, forces in eV/Å.

HOMO	-11.409	eV
SMILES	N#[N+][O-].O=C(Cl)Cl
orbital gap	11.77	eV

=====

Computed, not measured: a cluster of 2 separate species, CCl2NO2 in total, with wB97M-V/def2-TZVPD.

XYZ file:
```
6
Properties=species:S:1:pos:R:3:forces:R:3:nbo_charge:R:1
C 1.38763 -0.53767 -0.12150 3.050 0.261 3.230 1.031
N -1.97733 1.10273 0.20778 0.147 0.490 0.353 -0.725
O 1.02848 -0.63722 -1.18435 -1.939 -0.337 -3.546 -0.511
O 2.08411 -0.53479 0.82479 -0.553 -0.134 0.207 -0.586
Cl -2.12416 -0.30809 -0.79740 -0.284 -0.508 -0.352 -0.085
Cl -0.39872 0.91504 1.07068 -0.422 0.228 0.107 -0.124
```
Positions in Å, forces in eV/Å.

charge	-1
HOMO	-2.539	eV
orbital gap	6.22	eV

=====

Computed, not measured: a cluster of 2 separate species, CCl3F3Si in total, with wB97M-V/def2-TZVPD.

XYZ file:
```
8
Properties=species:S:1:pos:R:3:forces:R:3:nbo_charge:R:1
C -2.30533 0.68447 -0.25043 -1.281 0.531 -0.839 -0.122
F 1.82228 -2.07827 0.59241 -0.446 0.013 -0.365 -0.638
F 1.28911 0.02323 1.83513 -0.435 0.157 -0.347 -0.638
F 3.10835 -0.00810 0.12872 -0.334 0.213 -0.404 -0.639
Si 1.63634 -0.52278 0.39363 1.908 -0.634 1.789 2.272
Cl 0.35704 -0.02441 -0.99067 -0.271 0.100 -0.753 -0.339
Cl -3.64206 -0.23773 -0.66441 0.014 -0.982 0.577 0.058
Cl -2.26572 2.16358 -1.04438 0.844 0.601 0.342 0.046
```
Positions in Å, forces in eV/Å.

HOMO (alpha / beta)	-8.510 / -11.619	eV
multiplicity	3
<S²>	2.007
orbital gap (alpha / beta)	8.97 / 9.45	eV

=====

Computed, not measured: a cluster of 2 separate species, CCl3FO2S in total, with wB97M-V/def2-TZVPD.

XYZ file:
```
8
Properties=species:S:1:pos:R:3:forces:R:3:nbo_charge:R:1
C -1.09255 0.41817 0.94406 -3.528 -0.480 3.070 0.236
O -0.44417 0.58057 -0.07125 2.090 0.933 -2.654 -0.393
O 1.29315 -1.27621 -2.63767 -1.205 -2.392 -1.988 -0.753
F 3.19384 -0.80528 -1.15497 -1.058 0.426 -0.463 -0.495
S 1.79407 -0.26820 -1.82064 1.912 2.003 2.750 1.480
Cl -0.24010 -0.22532 2.35412 0.578 -1.001 -0.007 0.035
Cl -1.74495 2.00014 1.67833 0.363 1.033 -0.642 0.005
Cl -2.75929 -0.42385 0.70801 0.849 -0.522 -0.065 -0.114
```
Positions in Å, forces in eV/Å.

HOMO (alpha / beta)	-10.681 / -9.566	eV
orbital gap (alpha / beta)	8.46 / 4.58	eV

=====

Computed, not measured: an isolated molecule of CCl4FOP, with wB97M-V/def2-TZVPD.

XYZ file:
```
8
Properties=species:S:1:pos:R:3:forces:R:3:nbo_charge:R:1
O 1.38850 0.25576 -1.56638 -1.923 -0.951 0.274 -1.014
P 0.13343 -0.36811 -1.05773 0.837 2.888 0.775 1.602
Cl -1.69117 0.32926 -1.85439 1.343 -0.678 0.436 -0.259
Cl 0.16691 -2.30998 -1.24295 -0.412 -0.841 0.084 -0.181
C -0.14730 0.25004 0.92727 2.819 -0.644 -3.430 0.083
F -1.38323 0.37671 1.19497 -2.652 0.339 0.769 -0.298
Cl 0.63650 1.84727 0.73619 -0.252 -0.413 0.968 0.028
Cl 0.60639 -0.90634 1.99541 0.241 0.300 0.123 0.039
```
Positions in Å, forces in eV/Å.

HOMO	-10.836	eV
SMILES	O=P(Cl)(Cl)C(F)(Cl)Cl
orbital gap	10.46	eV

=====

Computed, not measured: a structure of composition CClF2NO, with wB97M-V/def2-TZVPD.

XYZ file:
```
6
Properties=species:S:1:pos:R:3:forces:R:3:nbo_charge:R:1
C 0.46207 0.25453 0.10910 -1.606 0.359 -1.209 0.628
N -1.19544 -0.72329 0.53149 -0.730 0.633 -2.823 0.244
O -1.93112 -0.75146 -0.39902 2.994 0.441 2.917 -0.173
F 0.63436 1.31368 0.94840 0.223 -1.908 -0.493 -0.317
F 0.17501 0.81978 -1.10118 0.398 -0.850 1.028 -0.335
Cl 1.85512 -0.91324 -0.08879 -1.278 1.324 0.581 -0.047
```
Positions in Å, forces in eV/Å.

HOMO	-9.744	eV
orbital gap	8.56	eV

=====

Computed, not measured: a cluster of 3 separate species, CClN2O4 in total, with wB97M-V/def2-TZVPD.

XYZ file:
```
8
Properties=species:S:1:pos:R:3:forces:R:3:nbo_charge:R:1
C -2.65268 0.28177 -0.06675 -0.693 -0.244 0.374 1.048
N 1.79647 -1.03619 -0.10528 -1.367 0.546 0.161 0.034
N 2.10091 0.19178 -0.04099 0.897 0.123 0.759 0.476
O -2.78959 0.65273 1.01506 0.160 0.738 1.273 -0.548
O 3.40013 -0.00639 -0.11245 -0.735 0.336 -0.253 -0.446
O -2.77943 -0.04155 -1.16098 -0.003 -0.112 -1.828 -0.543
O 1.56398 1.27663 0.12519 0.080 -1.251 -0.402 -0.418
Cl -0.63978 -1.31879 0.34619 1.661 -0.136 -0.085 -0.603
```
Positions in Å, forces in eV/Å.

charge	-1
HOMO (alpha / beta)	-5.483 / -5.483	eV
orbital gap (alpha / beta)	8.16 / 8.16	eV

=====

Computed, not measured: a cluster of 2 separate species, CClNO3P in total, with wB97M-V/def2-TZVPD.

XYZ file:
```
7
Properties=species:S:1:pos:R:3:forces:R:3:nbo_charge:R:1
C 1.55152 0.64361 0.00371 -0.082 -0.818 0.988 0.584
N 2.64584 0.76640 -0.36483 0.913 0.550 -1.045 -0.661
O -2.13474 -1.15134 1.16594 0.629 -0.173 0.134 -1.047
O -1.34512 -1.10174 -1.36140 -0.134 0.954 0.914 -1.027
O 0.51722 0.40129 0.63627 -2.408 -0.191 -0.198 -0.785
P -1.69600 -0.49375 -0.06329 1.587 -2.376 -0.267 2.201
Cl -2.66402 1.16964 -0.10487 -0.505 2.053 -0.526 -0.265
```
Positions in Å, forces in eV/Å.

charge	-1
HOMO	-5.119	eV
orbital gap	8.08	eV

=====

Computed, not measured: a structure of composition CClNa5O7, with wB97M-V/def2-TZVPD.

XYZ file:
```
14
Properties=species:S:1:pos:R:3:forces:R:3:nbo_charge:R:1
Na -14.06413 7.87680 11.87701 0.014 0.392 -0.740 0.926
Na -11.13164 12.42075 15.97779 -0.190 0.017 -0.286 0.673
Na -11.66630 10.42971 9.35229 -0.464 -0.240 -0.021 0.970
Na -14.56170 11.43868 14.63879 0.129 0.102 0.048 0.290
Na -13.57487 15.39292 11.88492 0.037 -0.080 0.033 0.125
Cl -12.34851 11.73995 12.09062 3.216 5.140 -3.550 2.498
O -10.97785 12.03609 11.59146 -1.172 -0.991 1.161 -0.868
O -12.46101 12.17792 13.47506 -0.707 -0.207 0.083 -0.933
O -13.17989 12.54577 11.14387 -0.187 -1.585 2.251 -0.842
O -12.56660 10.36470 11.96824 -1.169 -2.686 0.155 -0.867
C -13.59418 8.14488 8.79160 2.594 2.163 -3.537 0.876
O -12.79881 8.12055 7.82949 0.039 0.198 1.540 -0.692
O -14.55077 7.41198 8.95277 -3.596 -4.377 0.424 -0.392
O -13.74025 9.03840 9.67225 1.456 2.154 2.440 -0.763
```
Positions in Å, forces in eV/Å.

charge	+1
HOMO (alpha / beta)	-6.526 / -12.524	eV
multiplicity	2
<S²>	1.757
orbital gap (alpha / beta)	2.42 / 8.87	eV

=====

Computed, not measured: the ion CF2NO3S with charge -1, with wB97M-V/def2-TZVPD.

XYZ file:
```
8
Properties=species:S:1:pos:R:3:forces:R:3:nbo_charge:R:1
O -1.22202 -1.02414 1.20459 0.792 0.738 -0.856 -0.956
S -0.83782 -0.38168 -0.05667 -1.353 -2.296 1.351 1.989
O -0.91269 -1.31884 -1.18780 -0.573 2.219 0.656 -0.912
F -2.03961 0.86026 -0.01509 1.042 -1.005 -1.052 -0.554
C 0.87518 0.85248 0.19755 -1.617 1.523 -0.666 0.532
O 0.52972 1.98480 0.45246 0.815 -1.388 0.131 -0.587
N 1.93173 0.20055 -0.10375 0.880 -0.934 -0.119 -0.231
F 1.67550 -1.17344 -0.49128 0.013 1.144 0.554 -0.281
```
Positions in Å, forces in eV/Å.

charge	-1
HOMO	-5.848	eV
SMILES	O=S(=O)(F)/C([O-])=N\F
orbital gap	9.85	eV

=====

Computed, not measured: an isolated molecule of CF2O3S, with wB97M-V/def2-TZVPD.

XYZ file:
```
7
Properties=species:S:1:pos:R:3:forces:R:3:nbo_charge:R:1
O -1.66164 -0.81841 -0.75711 0.076 -0.634 -0.574 -0.435
C -1.05663 -0.12304 -0.05254 -0.231 0.655 0.865 0.608
F -1.62744 0.69764 0.83312 0.476 -0.180 -0.116 -0.295
S 0.78054 0.14160 -0.04974 -0.102 -2.005 0.170 2.307
O 1.12765 1.18010 0.79759 0.295 1.167 2.220 -0.856
O 1.19414 0.21089 -1.37826 0.264 -0.904 -1.671 -0.856
F 1.24338 -1.28879 0.60694 -0.778 1.902 -0.895 -0.472
```
Positions in Å, forces in eV/Å.

HOMO	-12.736	eV
SMILES	O=C(F)S(=O)(=O)F
orbital gap	12.11	eV

=====

Computed, not measured: a structure of composition CF3GdNNaO4S3, with wB97M-V/def2-TZVPD.

XYZ file:
```
14
Properties=species:S:1:pos:R:3:forces:R:3:mulliken_spin:R:1
Na -4.73795 1.25633 6.30424 -0.088 -0.243 0.074 0.009
N -5.07098 -0.50614 4.81984 0.133 0.785 0.002 0.122
S -4.15675 -1.66776 4.56912 0.188 -3.401 -1.230 0.035
O -2.99925 -1.25769 3.62730 -0.471 -1.762 0.904 0.011
C -3.16292 -2.00278 6.13254 -0.381 -0.503 -0.627 0.005
F -3.95358 -2.50400 7.08238 -0.054 0.072 0.070 0.000
F -2.66017 -0.84391 6.59078 0.173 0.492 0.216 0.001
F -2.15197 -2.84436 5.94150 -0.126 0.170 -0.051 0.001
Gd -3.76930 0.77715 3.30773 5.025 -5.885 5.333 6.704
S -3.81649 3.63645 3.89368 -0.659 -0.435 -0.462 -0.003
O -3.44376 2.25178 4.72141 0.123 2.411 1.920 0.047
S -5.43163 2.90264 2.72309 0.510 0.692 0.639 0.007
O -4.65942 1.64294 2.00593 -5.411 4.917 -7.699 0.059
O -4.69386 -3.00855 4.21222 1.037 2.691 0.912 0.002
```
Positions in Å, forces in eV/Å.

HOMO (alpha / beta)	-9.049 / -9.215	eV
multiplicity	8
<S²>	16.031
orbital gap (alpha / beta)	8.18 / 6.88	eV

=====

Computed, not measured: a structure of composition CF3MgNO3S3Sr, with wB97M-V/def2-TZVPD.

XYZ file:
```
13
Properties=species:S:1:pos:R:3:forces:R:3:nbo_charge:R:1
Mg 1.00126 0.23740 2.35678 0.067 0.205 -1.239 1.284
N -1.21508 -0.52345 0.16359 0.565 -0.332 0.286 -1.244
S -0.86066 -1.89657 1.15923 -0.498 0.516 -0.452 0.614
O -0.58601 -1.02093 2.55448 1.086 0.181 0.876 -1.331
S 0.11008 0.18022 -0.50610 -0.123 0.573 -0.253 1.407
O 1.34639 -0.07454 0.38481 -0.416 0.041 0.471 -1.148
O 0.09066 2.99880 -0.63344 -1.018 1.851 5.086 -0.839
C 0.53667 -0.89049 -1.97847 0.011 0.164 0.673 0.771
F 0.76898 -2.14787 -1.65265 0.107 -0.672 0.015 -0.312
F -0.47747 -0.83438 -2.82880 -0.243 -0.020 -0.204 -0.310
F 1.61760 -0.38267 -2.55499 0.183 0.050 -0.116 -0.306
Sr -2.09656 0.66598 2.29586 -0.447 0.973 -1.096 1.675
S -0.23587 3.68850 1.23970 0.728 -3.529 -4.047 -0.261
```
Positions in Å, forces in eV/Å.

HOMO (alpha / beta)	-6.420 / -6.416	eV
orbital gap (alpha / beta)	4.33 / 4.32	eV

=====

Computed, not measured: a structure of composition CF3MgNO4S3Y, with wB97M-V/def2-TZVPD.

XYZ file:
```
14
Properties=species:S:1:pos:R:3:forces:R:3:nbo_charge:R:1
Y 2.37077 -1.54095 0.73356 0.267 2.349 -0.604 2.145
N 0.30995 -0.86505 1.33008 1.382 -0.597 -0.789 -1.394
S -0.62264 -0.11725 0.46625 -0.403 3.375 -0.929 2.091
O -0.59002 -0.24556 -1.04713 1.218 -0.848 0.108 -1.132
C -2.37216 -0.70108 0.72136 -0.218 0.370 0.241 0.780
F -2.65395 -0.70661 2.01013 0.062 -0.066 0.006 -0.285
F -2.41960 -1.93484 0.23436 0.026 -0.048 0.073 -0.298
F -3.22960 0.06577 0.07631 0.211 -0.042 0.002 -0.279
Mg 1.08143 0.25908 -2.04303 0.485 0.603 1.149 1.840
S 4.02350 0.34635 -0.29647 -0.674 -1.090 1.022 -0.116
O 2.82394 -0.61360 -1.12794 -2.132 -0.616 -0.343 -1.243
S 1.02091 2.39924 -0.05624 -1.491 -1.396 -1.510 0.814
O 0.97273 2.17401 -1.64051 0.113 -0.038 1.790 -1.060
O -0.71526 1.48048 0.63926 1.153 -1.955 -0.216 -0.863
```
Positions in Å, forces in eV/Å.

charge	+1
HOMO	-11.731	eV
orbital gap	6.19	eV

=====

Computed, not measured: a structure of composition CF3N3, with wB97M-V/def2-TZVPD.

XYZ file:
```
7
Properties=species:S:1:pos:R:3:forces:R:3:nbo_charge:R:1
C 0.49239 -1.38643 0.51580 -0.507 -1.799 2.463 0.630
N -0.02218 -0.09116 -0.75749 -0.586 1.215 -1.656 -0.078
N -0.53039 -1.51918 1.04154 -0.147 -0.230 0.179 -0.400
N -0.44857 0.91834 -0.48304 1.958 1.719 0.118 0.528
F 1.72063 -1.58298 0.31279 0.729 0.363 -0.772 -0.238
F -1.55185 1.61178 -0.82300 -0.503 -0.132 0.062 -0.136
F 0.33997 2.04962 0.19339 -0.943 -1.135 -0.395 -0.306
```
Positions in Å, forces in eV/Å.

HOMO	-11.300	eV
orbital gap	10.29	eV

=====

Computed, not measured: an isolated molecule of CF3NO3S2, with wB97M-V/def2-TZVPD.

XYZ file:
```
10
Properties=species:S:1:pos:R:3:forces:R:3:nbo_charge:R:1
C -1.53908 0.41618 -0.28879 -1.595 -0.498 -0.423 0.755
N 2.42402 0.52050 -1.16343 -0.212 0.736 -3.438 -0.861
O 3.20761 0.08931 1.25571 -1.600 -0.428 0.180 -0.804
O -1.03794 -1.89837 0.56673 -1.447 -2.583 1.825 -0.865
O 0.74549 -0.31225 0.68181 2.129 0.721 0.703 -0.884
F -2.74240 -0.11099 -0.64889 0.658 0.003 0.271 -0.323
F -1.28639 1.34788 -1.19514 0.624 0.308 0.598 -0.298
F -1.67742 0.87855 0.95247 0.451 0.250 -0.711 -0.292
S 2.26532 0.13162 0.16379 0.181 -0.589 2.859 2.046
S -0.35921 -1.06242 -0.32426 0.812 2.078 -1.865 1.526
```
Positions in Å, forces in eV/Å.

HOMO	-11.410	eV
orbital gap	10.07	eV

=====

Computed, not measured: a structure of composition CF3Pm, with wB97M-V/def2-TZVPD.

XYZ file:
```
5
Properties=species:S:1:pos:R:3:forces:R:3:mulliken_spin:R:1
C -0.59154 -0.02002 0.04015 -1.003 -2.457 -0.837 -0.017
F -1.08029 -0.54350 1.13489 0.663 0.885 -0.852 0.000
F -1.59981 0.55444 -0.57263 0.480 0.728 0.824 0.000
Pm 1.84588 -0.36952 -1.17004 -1.193 1.097 2.451 5.028
F 1.11658 0.67964 0.94566 1.053 -0.253 -1.586 -0.011
```
Positions in Å, forces in eV/Å.

charge	+1
HOMO (alpha / beta)	-13.104 / -14.107	eV
multiplicity	6
<S²>	8.756
orbital gap (alpha / beta)	7.44 / 8.53	eV

=====

Computed, not measured: a cluster of 2 separate species, CF4NO in total, with wB97M-V/def2-TZVPD.

XYZ file:
```
7
Properties=species:S:1:pos:R:3:forces:R:3:nbo_charge:R:1
C -0.28597 -0.37273 -0.32239 -0.711 -1.464 -0.276 1.005
N -0.07855 0.41234 0.91636 2.877 0.025 2.511 0.128
O 0.83521 -0.00299 1.67325 -2.582 0.793 -2.830 -0.331
F -0.76994 -1.59712 0.08796 0.051 0.077 0.553 -0.367
F -1.32677 0.16212 -0.96064 0.592 0.481 -0.302 -0.317
F 0.67645 -0.71396 -1.16771 0.279 0.973 0.180 -0.305
F 0.94957 2.11234 -0.22684 -0.508 -0.885 0.163 -0.814
```
Positions in Å, forces in eV/Å.

charge	-1
HOMO (alpha / beta)	-4.638 / -4.631	eV
orbital gap (alpha / beta)	8.50 / 8.49	eV

=====

Computed, not measured: an isolated molecule of CF7N3, with wB97M-V/def2-TZVPD.

XYZ file:
```
11
Properties=species:S:1:pos:R:3:forces:R:3:nbo_charge:R:1
F 0.11387 -1.16149 2.02767 1.532 -1.433 1.718 -0.143
N -0.42455 -1.19948 0.84656 -4.456 2.180 -2.611 0.242
F -0.76600 -2.52748 0.31345 2.311 2.657 1.082 -0.181
C 0.24958 -0.19075 -0.01235 0.496 1.213 -2.265 0.630
F 1.42490 -0.69590 -0.38636 -0.193 0.389 -1.072 -0.276
N 0.44983 1.17374 0.64699 -1.308 -0.216 2.238 0.244
F 1.68591 1.20931 1.41886 -1.864 0.310 -2.621 -0.197
F 0.23894 2.29606 -0.24637 1.823 -2.572 1.303 -0.181
N -0.72474 0.06967 -1.20693 -0.952 -2.721 -0.538 0.213
F -0.20384 0.40224 -2.54979 -1.204 0.474 3.882 -0.175
F -2.04390 0.62408 -0.85174 3.815 -0.280 -1.114 -0.175
```
Positions in Å, forces in eV/Å.

HOMO	-11.174	eV
SMILES	FN(F)C(F)(N(F)F)N(F)F
orbital gap	9.82	eV

=====

Computed, not measured: a structure of composition CFInNO5S2, with wB97M-V/def2-TZVPD.

XYZ file:
```
11
Properties=species:S:1:pos:R:3:forces:R:3:nbo_charge:R:1
In 0.61459 -1.28108 1.40235 -0.756 -0.157 1.713 1.384
N 0.74370 0.58464 0.42287 0.310 -0.114 -0.007 -1.296
S 1.92248 -0.04444 -0.73731 3.217 2.366 -0.152 1.649
O 3.18200 0.72628 -0.47609 -2.494 -1.695 -0.519 -0.906
O 1.98636 -1.44069 -0.05193 0.625 -0.316 -0.564 -1.065
S -0.27820 1.62728 -0.17278 -2.930 1.077 1.309 1.690
O -1.69374 1.13048 0.12143 2.399 0.366 -0.476 -0.962
F -0.17595 2.91838 0.94602 0.029 -1.643 -1.130 -0.518
O -3.14057 -1.30925 -0.94408 1.688 1.919 1.094 -0.432
C -2.08642 -1.20477 -0.44240 -1.917 -3.046 -1.389 1.103
O -1.07425 -1.70682 -0.06809 -0.171 1.243 0.123 -0.647
```
Positions in Å, forces in eV/Å.

HOMO (alpha / beta)	-9.661 / -10.038	eV
multiplicity	2
<S²>	0.754
orbital gap (alpha / beta)	8.88 / 6.48	eV